1.
DFT (ωB97M-V/def2-TZVPD) results for the molecule C5H11N at a distorted geometry.

As for the energy above the lowest of the compared OMol25 structures with the same formula, charge and spin: 1.227 eV. The calculation puts the gap between HOMO and LUMO at 0.329 hartree.

```
17
Properties=species:S:1:pos:R:3:forces:R:3
C 0.542627 -0.459393 -2.754502 0.330 1.681 -0.483
C -0.385585 -1.017395 -1.690998 0.495 -1.566 -0.402
C -0.645268 -0.146438 -0.526006 -0.850 0.578 0.642
C 0.150743 0.090186 0.516467 -0.781 -0.588 -0.282
N -0.147900 0.980616 1.542897 0.505 -0.487 1.244
C 0.303153 0.602326 2.888456 0.584 0.284 0.333
H 1.612352 -0.632938 -2.637174 -0.084 -0.541 0.147
H 0.231589 -0.690150 -3.772638 0.145 -0.465 0.018
H 0.503329 0.639810 -2.733008 -0.210 -0.097 0.075
H 0.008150 -1.985841 -1.341911 0.090 0.170 -0.027
H -1.294486 -1.319161 -2.216232 -0.271 0.319 0.364
H -1.635589 0.308406 -0.455390 0.166 0.240 -0.326
H 1.034558 -0.524876 0.655833 0.334 0.445 0.025
H -1.092180 1.317226 1.631357 -0.158 -0.112 -0.799
H -0.468524 0.793233 3.634482 -0.077 0.108 -0.121
H 1.177312 1.189632 3.172435 0.033 0.121 0.074
H 0.603976 -0.439355 3.037632 -0.250 -0.092 -0.484
```
Positions in Å, forces in eV/Å.

=====

2.
DFT (ωB97M-V/def2-TZVPD) results for a structure of composition C20H31AuB2N7S at a distorted geometry.

The spin multiplicity is 2. As for the energy above the lowest of the compared OMol25 structures with the same formula, charge and spin: 0.674 eV. The calculation puts the gap between HOMO and LUMO (spin up / spin down) at 0.241 / 0.292 hartree.

```
62
Properties=species:S:1:pos:R:3:forces:R:3
Au 0.591942 0.005950 -0.350539 -0.062 0.116 -0.248
C -2.118517 2.652836 3.110537 -0.046 0.007 0.002
C -2.318520 3.013062 1.643650 0.126 -0.099 0.059
C -1.040190 3.678918 1.098102 -0.077 0.044 -0.015
C -2.697146 1.931005 0.658377 0.019 0.193 0.010
C -3.147049 2.228243 -0.630144 -0.073 0.017 -0.078
C -3.143227 1.046853 -1.331527 -0.002 0.090 -0.034
N -2.750120 0.062096 -0.520875 -0.261 -0.164 0.042
N -2.497794 0.602718 0.706708 0.600 -0.046 -0.185
B -2.456009 -1.400709 -0.941046 0.223 0.055 -0.195
N -1.904655 -2.122304 0.293683 -0.689 0.531 0.578
C -1.911251 -3.384840 0.663080 0.446 -0.323 -0.173
C -1.248116 -3.526827 1.883205 -0.287 -0.151 0.100
C -0.906492 -2.254133 2.281050 1.013 0.155 -0.441
N -1.328063 -1.375641 1.321989 -0.937 -0.217 0.014
C 0.098639 -1.790704 3.296099 -0.372 0.034 0.473
C 1.426508 -2.506089 3.014558 0.008 0.046 -0.071
C -0.338625 -2.018232 4.744229 -0.029 -0.038 -0.064
N -1.416668 -1.338422 -2.102293 -0.244 -0.311 0.026
C -1.625563 -1.827967 -3.333715 0.030 0.069 -0.085
C -0.536012 -1.530687 -4.119258 0.012 -0.041 0.074
C 0.348047 -0.844701 -3.275646 -0.068 -0.058 -0.173
N -0.206407 -0.736815 -2.065200 0.265 0.067 -0.031
C 1.656695 -0.244045 -3.711761 0.001 0.092 0.031
C 2.806264 -0.321109 -2.709863 -0.005 -0.082 0.019
C 1.426285 1.204118 -4.163079 0.002 -0.014 0.042
H -1.956316 3.577881 3.665826 0.047 0.008 -0.021
H -1.239776 2.021217 3.248390 -0.032 -0.017 0.015
H -2.979442 2.141487 3.532116 0.044 0.027 -0.013
H -3.129663 3.742745 1.575152 -0.039 -0.003 0.019
H -0.241684 2.944405 1.005425 0.063 -0.050 0.030
H -0.705174 4.451911 1.790374 -0.021 0.009 -0.018
H -1.204498 4.132954 0.119822 0.010 -0.012 0.006
H -3.405472 3.207253 -0.994297 0.021 -0.016 -0.011
H -3.366998 0.841224 -2.365917 0.002 -0.011 0.024
H -3.404522 -1.970740 -1.405603 -0.030 0.021 0.149
H -2.311539 -4.138462 0.000773 0.067 0.003 0.020
H -1.058086 -4.443473 2.414136 0.077 0.003 -0.074
H 0.242428 -0.720362 3.135045 -0.129 -0.114 0.047
H 1.390805 -3.538477 3.369140 -0.009 -0.008 -0.021
H 2.231499 -1.987172 3.534831 -0.005 -0.006 0.031
H 1.660783 -2.517832 1.948688 0.031 0.053 0.003
H -0.536433 -3.078090 4.925499 0.024 0.000 0.019
H -1.242331 -1.457127 4.969693 -0.005 0.005 0.002
H 0.455474 -1.695610 5.418231 0.004 -0.011 -0.021
H -2.539340 -2.349132 -3.565091 -0.007 0.026 0.033
H -0.388709 -1.769823 -5.158269 0.025 -0.011 0.018
H 1.950629 -0.828744 -4.587144 -0.023 0.011 -0.031
H 2.677637 0.382067 -1.885912 0.003 0.002 -0.014
H 3.737169 -0.062435 -3.216022 0.002 0.001 0.005
H 2.915183 -1.322407 -2.290116 -0.006 0.011 -0.002
H 1.094573 1.812013 -3.317961 0.013 -0.001 -0.011
H 0.667965 1.261737 -4.944745 0.001 0.002 0.008
H 2.352687 1.632019 -4.548306 -0.006 0.004 0.006
B 2.375361 1.501787 3.721089 0.133 0.047 0.087
C 1.801330 1.056628 2.330882 -0.060 0.054 -0.028
N 1.349439 0.717284 1.323921 0.204 0.100 0.113
H 3.210341 0.677153 4.032894 -0.040 0.008 -0.030
H 2.868214 2.599372 3.562171 -0.053 -0.067 0.021
H 1.447976 1.521562 4.504290 -0.024 -0.016 -0.079
S -3.179261 -0.446753 3.106035 -0.053 -0.164 -0.234
C -2.158027 -0.258244 1.786385 0.181 0.143 0.276
```
Positions in Å, forces in eV/Å.

=====

3.
DFT (ωB97M-V/def2-TZVPD) results for the molecule C5H8O2 at a distorted geometry.

As for the energy above the lowest of the compared OMol25 structures with the same formula, charge and spin: 4.017 eV. The calculation puts the gap between HOMO and LUMO at 0.377 hartree.

```
15
Properties=species:S:1:pos:R:3:forces:R:3
O 2.090347 -0.598651 -0.825381 1.509 -4.719 -2.511
C 1.675610 0.343239 -0.314136 0.669 3.561 0.743
C 0.471197 0.551965 0.440424 -1.044 -3.673 2.647
C -0.299744 -0.849159 0.780342 4.916 -0.237 -0.842
C -0.953639 -0.980621 -0.532498 -2.971 -6.416 -1.439
O -1.169323 0.232206 -1.116897 -0.083 2.533 0.257
C -0.592861 1.242853 -0.278197 -4.758 -2.456 5.634
H 2.346319 1.208725 -0.211464 0.245 0.813 -0.329
H 1.024700 0.784708 1.333823 -1.012 1.559 1.097
H -0.937378 -0.750757 1.636860 -0.339 0.085 0.251
H 0.537136 -1.695970 0.934578 -2.058 1.850 -0.137
H -1.918168 -1.627544 -0.325505 0.708 1.837 -0.357
H -0.574785 -1.784416 -1.342005 0.424 2.176 1.795
H -0.329220 2.016904 -0.746399 2.306 5.677 -4.692
H -1.370184 1.906525 0.566453 1.488 -2.591 -2.114
```
Positions in Å, forces in eV/Å.

=====

4.
DFT (ωB97M-V/def2-TZVPD) results for the molecule C2H3BrSi at a distorted geometry.

As for the energy above the lowest of the compared OMol25 structures with the same formula, charge and spin: 1.498 eV. The calculation puts the gap between HOMO and LUMO at 0.363 hartree.

```
7
Properties=species:S:1:pos:R:3:forces:R:3
Br 2.073521 -1.872328 -0.073311 -0.365 0.383 -0.087
C 0.736306 -0.539599 -0.059195 -0.712 1.242 -0.325
C 0.100177 0.147825 0.902264 0.747 -1.874 -1.542
Si -0.612497 0.520782 -0.755950 -0.285 0.194 1.508
H 0.212375 -0.154863 1.905783 -0.235 0.478 1.385
H -1.967952 -0.141681 -1.019731 0.861 0.572 -0.238
H -0.541930 2.039864 -0.899860 -0.012 -0.996 -0.701
```
Positions in Å, forces in eV/Å.

=====

5.
DFT (ωB97M-V/def2-TZVPD) results for a structure of composition C27H32MoN4O4PS3.

Its charge is +2. The spin multiplicity is 2. As for the energy above the lowest of the compared OMol25 structures with the same formula, charge and spin: 0.000 eV. The calculation puts the gap between HOMO and LUMO (spin up / spin down) at 0.250 / 0.224 hartree.

```
72
Properties=species:S:1:pos:R:3:forces:R:3
Mo -0.601365 -0.284611 -0.734881 -0.067 -0.071 0.081
N 0.318309 -2.633465 -3.615968 0.012 -0.005 0.001
C -0.252642 -1.592939 -3.061964 -0.017 -0.017 -0.002
S -1.885283 -1.460572 -2.612858 0.001 -0.003 -0.001
N 0.614180 -0.598470 -2.609484 0.025 0.011 0.021
N -0.062180 0.560462 -2.420481 -0.016 0.012 -0.021
C -0.591130 1.513945 -3.103888 0.024 0.008 -0.012
C -0.327307 1.758875 -4.508281 -0.003 0.009 0.000
C 0.948217 1.490575 -5.020097 -0.015 -0.002 0.002
C 1.202478 1.703799 -6.360972 0.004 -0.001 0.002
C 0.186207 2.153477 -7.196999 0.001 -0.001 -0.007
C -1.086694 2.397948 -6.696916 -0.008 0.007 -0.005
C -1.347405 2.214053 -5.351602 0.011 -0.008 0.013
C -1.499008 2.267554 -2.211083 0.007 -0.010 -0.005
C -2.028819 3.508555 -2.481291 0.006 0.006 -0.011
C -2.843640 4.107721 -1.523055 0.001 0.005 0.001
C -3.076591 3.449986 -0.332717 0.001 -0.003 0.008
C -2.486065 2.210940 -0.115108 0.005 -0.001 -0.006
N -1.720446 1.625158 -1.032647 0.024 -0.004 0.020
H -0.213831 -3.460448 -3.838134 -0.006 0.005 0.000
H 1.314494 -2.625012 -3.786298 -0.001 -0.007 -0.007
H 1.736032 1.151622 -4.359272 0.007 0.001 -0.005
H 2.191848 1.524409 -6.758236 0.001 0.000 0.000
H 0.387801 2.312826 -8.247782 0.002 0.001 0.000
H -1.874633 2.730706 -7.358156 -0.002 0.001 0.003
H -2.345508 2.376935 -4.967032 -0.004 0.004 -0.011
H -1.793952 4.008421 -3.409529 -0.005 0.003 0.001
H -3.275294 5.081757 -1.708737 0.002 0.001 -0.002
H -3.696027 3.884184 0.438881 0.000 0.000 0.000
H -2.616717 1.675411 0.815514 -0.003 0.004 0.001
C -3.373220 -5.857771 0.450612 0.008 0.002 -0.004
C -2.605669 -4.641513 0.007634 0.015 0.005 -0.029
O -2.193796 -3.912455 1.210055 -0.101 -0.077 0.024
P -1.538414 -2.500464 1.198342 -0.001 0.085 -0.072
S -2.698323 -1.067489 0.364807 0.013 -0.043 0.050
S 0.167610 -2.471501 0.111814 0.064 0.009 -0.048
O -1.346977 -2.159310 2.699439 0.008 0.041 0.027
C -0.664491 -3.034167 3.672313 0.013 -0.007 -0.007
C 0.755163 -2.571856 3.876829 -0.002 0.001 0.012
H -3.677635 -6.426313 -0.428104 -0.003 0.001 0.001
H -4.267006 -5.574340 1.003496 0.002 0.000 0.004
H -2.755104 -6.499711 1.076171 -0.003 -0.001 0.002
H -3.213983 -3.966074 -0.595602 0.003 -0.009 -0.001
H -1.699588 -4.901896 -0.540053 0.001 0.010 0.001
H -0.730205 -4.061720 3.318284 0.008 -0.005 0.000
H -1.263170 -2.938394 4.573728 -0.004 0.005 -0.004
H 1.355628 -2.698214 2.976285 -0.006 0.004 -0.001
H 1.205270 -3.165027 4.673530 0.007 -0.004 -0.007
H 0.782728 -1.524277 4.176264 -0.001 0.008 0.005
C 4.265241 1.747515 5.549162 -0.005 -0.001 0.004
C 3.381442 1.485423 4.369081 -0.013 0.002 -0.009
C 3.915130 1.172498 3.125344 0.013 0.013 0.000
C 3.118481 0.920493 2.021065 0.011 -0.006 0.000
C 3.808874 0.587715 0.726099 -0.005 -0.011 0.006
C 1.710646 0.973580 2.184564 -0.001 -0.009 0.005
C 1.141393 1.300542 3.446784 -0.022 -0.008 0.012
C -0.338661 1.410330 3.707508 -0.005 0.009 -0.008
C 1.994677 1.551431 4.501939 0.013 0.003 -0.002
C 0.852525 0.648208 1.079204 -0.031 0.016 0.012
O 1.239413 0.448667 -0.132709 0.004 -0.001 -0.005
O -0.425185 0.457111 1.187545 0.008 0.011 -0.030
H 5.317199 1.743863 5.273478 0.000 0.001 -0.001
H 4.108002 0.985778 6.314931 0.001 0.001 0.001
H 4.026329 2.710938 6.000906 0.001 0.001 -0.001
H 4.991011 1.126315 3.012121 0.000 0.000 -0.003
H 4.885880 0.605337 0.874803 0.002 -0.002 0.000
H 3.557340 1.299548 -0.058744 0.003 0.006 -0.003
H 3.527706 -0.401252 0.363352 -0.002 0.007 -0.002
H -0.815373 2.110611 3.020820 0.000 0.001 0.004
H -0.501863 1.768738 4.721433 0.003 -0.003 0.003
H -0.845990 0.452581 3.589825 0.012 0.002 0.002
H 1.571927 1.812722 5.464720 0.000 -0.002 0.001
```
Positions in Å, forces in eV/Å.

=====

6.
DFT (ωB97M-V/def2-TZVPD) results for a structure of composition C21H13N3O10S2SbScSe4.

Its charge is -2. As for the energy above the lowest of the compared OMol25 structures with the same formula, charge and spin: 1.023 eV. The calculation puts the gap between HOMO and LUMO at 0.220 hartree.

```
55
Properties=species:S:1:pos:R:3:forces:R:3
Sc -0.510074 0.282810 -0.159220 0.017 -0.582 0.277
O -0.166559 -2.959116 3.780324 0.184 -0.165 0.024
C 0.038058 -2.182701 2.698775 -0.593 0.055 0.031
O 0.051153 -0.984946 2.767295 0.211 0.125 -0.009
C 0.157310 -2.956887 1.430897 0.140 0.089 -0.294
C 0.301676 -4.333528 1.400709 0.016 0.051 0.078
C 0.433214 -4.939253 0.159807 0.004 -0.099 -0.077
C 0.419949 -4.166153 -0.986251 -0.006 -0.033 -0.031
C 0.256843 -2.792574 -0.857000 0.093 -0.212 0.222
N 0.124295 -2.209603 0.329276 0.097 0.168 0.146
C 0.179153 -1.817265 -2.001536 -0.173 0.259 -0.484
O 0.132555 -2.493439 -3.212642 -0.111 -0.112 0.197
O -0.812392 -0.952156 -1.795759 -0.056 0.196 0.464
H -0.300874 -2.349570 4.519276 -0.016 0.040 0.024
H 0.307685 -4.899681 2.321085 -0.006 0.014 -0.036
H 0.542333 -6.015163 0.088491 -0.003 0.026 0.015
H 0.514486 -4.592420 -1.974881 0.003 0.026 0.015
H 0.061765 -1.804972 -3.901979 0.036 0.079 -0.024
O 1.417309 0.826474 0.852686 -0.205 -0.186 -0.187
C 1.727753 1.403736 1.885868 0.016 0.038 0.047
C 0.838571 2.065113 2.793393 -0.061 0.142 0.149
C 1.366467 2.610852 3.961036 -0.181 -0.029 -0.052
C 0.532999 3.242132 4.857928 0.024 -0.034 0.035
C -0.852836 3.356694 4.604333 0.052 -0.051 -0.035
C -1.385038 2.839536 3.464941 -0.027 0.041 0.025
C -0.566545 2.166352 2.496695 0.229 0.007 0.072
O -1.063588 1.701401 1.442855 -0.125 -0.277 -0.421
N 1.080803 3.793830 6.069993 0.165 0.280 0.086
O 2.283220 3.682285 6.280602 -0.098 -0.104 -0.051
O 0.328990 4.379973 6.840277 -0.046 -0.125 -0.065
H 2.793862 1.417054 2.162697 0.044 0.033 -0.004
H 2.425884 2.536467 4.168521 0.004 0.008 0.009
H -1.475581 3.856787 5.331787 0.015 0.006 0.018
H -2.444864 2.907370 3.255050 0.022 0.002 -0.007
Se 0.525935 0.494574 -5.173936 0.066 0.125 -0.038
Sb 1.088269 1.400458 -2.990761 0.131 -0.208 -0.627
Se 1.934192 -0.757855 -1.846891 0.114 0.160 0.387
Se -1.003921 2.166189 -1.886938 0.021 0.277 0.331
Se 2.886433 2.906458 -2.452282 0.058 0.020 -0.121
O -7.534547 -0.877110 1.479519 0.035 0.023 -0.013
S -6.655875 -0.956800 0.338178 0.050 0.050 0.002
O -7.165745 -1.632479 -0.826565 0.057 0.009 0.032
N -5.191511 -1.555149 0.775888 -0.105 0.053 -0.045
C -4.248324 -0.656558 0.664518 0.042 -0.084 0.040
S -2.638751 -0.978722 1.097119 0.064 -0.081 -0.073
C -4.711309 0.686448 0.184646 -0.199 0.017 -0.054
C -3.996399 1.860276 0.026152 0.006 -0.089 0.009
C -4.668289 2.979721 -0.446260 -0.013 0.076 -0.025
C -6.028820 2.935068 -0.734798 0.024 0.058 -0.004
C -6.756711 1.766981 -0.541369 -0.035 -0.050 0.003
C -6.069163 0.664169 -0.080919 0.027 -0.020 0.023
H -2.948136 1.905675 0.283127 -0.029 0.042 0.004
H -4.118272 3.900338 -0.598812 0.004 -0.021 0.001
H -6.522679 3.824627 -1.108445 -0.007 -0.033 0.009
H -7.819560 1.720148 -0.743898 0.025 0.000 0.004
```
Positions in Å, forces in eV/Å.